Record 1
Here is C20H50O10 as an isolated structure at a distorted geometry from the Open Molecules 2025 dataset. Energies are from the ωB97M-V functional and the def2-TZVPD basis.

Geometry as XYZ:
```
80
C20H50O10 (the ωB97M-V functional and the def2-TZVPD basis)
C -2.596 -1.382 1.692
O -2.320 -2.646 2.244
C -2.696 -3.749 1.411
C -2.739 -4.968 2.290
O -3.065 -6.114 1.663
C -3.520 -7.199 2.442
H -2.070 -0.635 2.288
H -3.674 -1.224 1.682
H -2.197 -1.203 0.694
H -1.911 -3.978 0.692
H -3.702 -3.772 0.991
H -3.464 -4.720 3.065
H -1.787 -4.923 2.820
H -3.440 -8.053 1.770
H -4.512 -6.839 2.714
H -2.905 -7.340 3.330
C 0.684 2.331 -3.770
O -0.503 2.343 -4.599
C -0.355 2.939 -5.825
C -0.216 4.540 -5.857
O -1.339 5.019 -5.135
C -2.129 6.027 -5.910
H 1.544 2.002 -4.352
H 0.519 1.609 -2.971
H 0.750 3.275 -3.229
H -1.284 2.809 -6.381
H 0.344 2.346 -6.415
H -0.008 4.862 -6.877
H 0.655 4.902 -5.311
H -1.557 6.924 -6.146
H -3.143 6.133 -5.524
H -2.386 5.528 -6.844
C 4.293 3.966 2.388
O 4.852 3.051 1.335
C 3.889 2.462 0.534
C 3.037 3.569 -0.137
O 2.324 3.106 -1.289
C 1.148 2.253 -1.030
H 3.786 4.838 1.975
H 5.092 4.349 3.022
H 3.548 3.312 2.843
H 3.258 1.778 1.101
H 4.442 1.931 -0.241
H 3.734 4.290 -0.564
H 2.410 4.172 0.520
H 0.365 2.973 -0.794
H 1.292 1.471 -0.284
H 0.825 1.781 -1.958
C 0.766 -5.131 1.362
O 1.128 -4.805 2.645
C 0.115 -4.018 3.284
C 0.773 -3.119 4.290
O 1.183 -1.820 3.820
C 2.139 -1.991 2.789
H -0.292 -5.370 1.256
H 1.232 -6.034 0.966
H 1.004 -4.372 0.617
H -0.523 -4.794 3.707
H -0.509 -3.407 2.632
H 1.622 -3.570 4.804
H 0.055 -2.985 5.099
H 2.451 -0.972 2.560
H 1.801 -2.396 1.836
H 2.961 -2.624 3.125
C -1.669 2.830 -1.642
O -1.141 1.629 -1.070
C -1.389 1.388 0.275
C -0.709 0.115 0.799
O 0.750 0.136 0.655
C 1.382 -1.044 0.968
H -1.253 3.663 -1.076
H -2.752 2.953 -1.648
H -1.247 2.800 -2.646
H -2.441 1.192 0.485
H -1.161 2.357 0.720
H -1.151 -0.771 0.342
H -1.018 0.101 1.845
H 0.803 -1.896 0.612
H 1.456 -1.265 2.033
H 2.356 -0.933 0.493
```

- total energy (Eh) = -1543.7598
- energy relative to the best compared isomer or geometry (same formula, charge and spin) (eV) = 14.430
- 2S+1 = 1

Quick look at the Löwdin charges, all values in e: atom 1 (C): -0.12, atom 2 (O): -0.17, atom 3 (C): -0.17, atom 4 (C): -0.31, atom 5 (O): -0.17, atom 6 (C): -0.07, atom 7 (H): 0.08, atom 8 (H): 0.11, atom 9 (H): 0.05, atom 10 (H): 0.12, atom 11 (H): 0.14, atom 12 (H): 0.14, atom 13 (H): 0.07, atom 14 (H): 0.10, atom 15 (H): 0.09, atom 16 (H): 0.09, atom 17 (C): -0.06, atom 18 (O): -0.19, atom 19 (C): -0.22, atom 20 (C): -0.20, atom 21 (O): -0.20, atom 22 (C): -0.05, atom 23 (H): 0.12, atom 24 (H): 0.04, atom 25 (H): 0.10, atom 26 (H): 0.12, atom 27 (H): 0.12, atom 28 (H): 0.11, atom 29 (H): 0.11, atom 30 (H): 0.08, atom 31 (H): 0.08, atom 32 (H): 0.07, atom 33 (C): -0.04, atom 34 (O): -0.20, atom 35 (C): -0.23, atom 36 (C): -0.20, atom 37 (O): -0.19, atom 38 (C): -0.08, atom 39 (H): 0.07, atom 40 (H): 0.08, atom 41 (H): 0.09, atom 42 (H): 0.11, atom 43 (H): 0.13, atom 44 (H): 0.13, atom 45 (H): 0.11, atom 46 (H): 0.08, atom 47 (H): 0.07, atom 48 (H): 0.01, atom 49 (C): -0.13, atom 50 (O): -0.15, atom 51 (C): -0.19, atom 52 (C): -0.15, atom 53 (O): -0.10, atom 54 (C): -0.22, atom 55 (H): 0.07, atom 56 (H): 0.09, atom 57 (H): 0.08, atom 58 (H): 0.12, atom 59 (H): 0.11, atom 60 (H): 0.13, atom 61 (H): 0.13, atom 62 (H): 0.13, atom 63 (H): 0.07, atom 64 (H): 0.13, atom 65 (C): -0.06, atom 66 (O): -0.25, atom 67 (C): -0.18, atom 68 (C): -0.14, atom 69 (O): -0.18, atom 70 (C): -0.17, atom 71 (H): 0.09, atom 72 (H): 0.10, atom 73 (H): 0.07, atom 74 (H): 0.13, atom 75 (H): 0.13, atom 76 (H): 0.09, atom 77 (H): 0.10, atom 78 (H): 0.11, atom 79 (H): -0.07, atom 80 (H): 0.15

=====

Record 2
Here is C45H39MoN12OS as an isolated structure from the Open Molecules 2025 dataset. Energies are from the ωB97M-V functional and the def2-TZVPD basis.

Geometry as XYZ:
```
99
C45H39MoN12OS (the ωB97M-V functional and the def2-TZVPD basis)
Mo 0.049 -0.107 0.854
O 1.624 -3.564 2.725
C 1.165 -2.468 2.440
N 0.556 -2.105 1.288
C 0.523 -3.166 0.297
C -0.823 -3.847 0.172
C -0.965 -4.918 -0.709
C -2.199 -5.530 -0.822
C -3.252 -5.061 -0.046
C -3.009 -4.003 0.811
N -1.823 -3.401 0.921
C 1.240 -1.351 3.426
C 1.726 -1.556 4.706
C 1.699 -0.501 5.596
C 1.161 0.711 5.181
C 0.696 0.831 3.889
N 0.765 -0.179 3.011
H 0.833 -2.777 -0.674
H 1.255 -3.928 0.573
H -0.116 -5.263 -1.287
H -2.339 -6.366 -1.494
H -4.232 -5.517 -0.092
H -3.799 -3.612 1.445
H 2.094 -2.541 4.956
H 2.070 -0.620 6.606
H 1.088 1.555 5.853
H 0.250 1.749 3.539
C 2.699 -0.611 -6.015
C 2.474 -0.590 -4.528
C 3.482 -0.203 -3.646
C 3.248 -0.126 -2.291
C 2.009 -0.469 -1.716
N 1.808 -0.304 -0.352
C 2.914 -0.504 0.484
C 3.687 -1.671 0.457
C 4.684 -1.892 1.384
C 4.958 -0.969 2.395
C 5.988 -1.255 3.453
C 4.215 0.199 2.422
C 3.230 0.430 1.468
N 2.523 1.663 1.498
C 3.015 2.871 1.826
C 1.978 3.775 1.780
C 0.866 3.025 1.404
N 1.202 1.746 1.230
C 1.013 -0.876 -2.609
C 1.245 -0.908 -3.983
N -0.277 -1.278 -2.153
C -1.189 -1.954 -2.876
C -2.398 -1.887 -2.229
C -2.139 -1.145 -1.084
N -0.854 -0.777 -1.030
H 3.719 -0.913 -6.252
H 2.020 -1.302 -6.512
H 2.541 0.379 -6.450
H 4.458 0.069 -4.032
H 4.038 0.211 -1.634
H 3.473 -2.415 -0.301
H 5.245 -2.818 1.346
H 6.737 -1.959 3.092
H 6.500 -0.346 3.768
H 5.520 -1.698 4.336
H 4.383 0.932 3.204
H 4.065 2.994 2.033
H 2.022 4.833 1.969
H -0.146 3.354 1.245
H 0.438 -1.170 -4.655
H -0.917 -2.439 -3.797
H -3.324 -2.347 -2.525
H -2.790 -0.912 -0.262
S -1.998 -0.336 2.184
C -2.796 1.129 1.751
N -3.843 1.522 2.490
N -4.685 2.406 2.010
C -5.154 2.596 0.685
C -5.749 3.819 0.392
C -6.277 4.044 -0.870
C -6.220 3.053 -1.838
C -5.646 1.826 -1.530
C -5.113 1.589 -0.274
N -2.399 1.882 0.718
N -1.285 1.564 0.157
C -1.053 2.320 -1.036
C 0.214 2.334 -1.611
C 0.435 3.017 -2.796
C -0.602 3.703 -3.410
C -1.863 3.704 -2.829
C -2.098 3.017 -1.650
H -5.276 2.799 2.728
H -5.787 4.594 1.148
H -6.732 5.000 -1.093
H -6.629 3.229 -2.824
H -5.617 1.039 -2.273
H -4.686 0.625 -0.044
H 1.031 1.828 -1.126
H 1.426 3.011 -3.232
H -0.430 4.236 -4.337
H -2.679 4.235 -3.302
H -3.087 3.007 -1.216
```

- total energy (Eh) = -2936.7557
- <S²> = 2.45
- total charge = +1
- energy relative to the best compared isomer or geometry (same formula, charge and spin) (eV) = 0.000
- 2S+1 = 3

Quick look at the Löwdin charges, all values in e: atom 1 (Mo): 1.57, atom 2 (O): 0.07, atom 3 (C): -0.49, atom 4 (N): -0.12, atom 5 (C): -0.16, atom 6 (C): -0.27, atom 7 (C): -0.03, atom 8 (C): -0.06, atom 9 (C): -0.06, atom 10 (C): -0.14, atom 11 (N): 0.10, atom 12 (C): -0.19, atom 13 (C): 0.03, atom 14 (C): -0.02, atom 15 (C): -0.02, atom 16 (C): -0.13, atom 17 (N): -0.06, atom 18 (H): 0.10, atom 19 (H): 0.12, atom 20 (H): 0.12, atom 21 (H): 0.11, atom 22 (H): 0.10, atom 23 (H): 0.11, atom 24 (H): 0.13, atom 25 (H): 0.12, atom 26 (H): 0.12, atom 27 (H): 0.11, atom 28 (C): -0.04, atom 29 (C): -0.27, atom 30 (C): -0.03, atom 31 (C): -0.01, atom 32 (C): -0.25, atom 33 (N): -0.10, atom 34 (C): -0.27, atom 35 (C): 0.00, atom 36 (C): -0.01, atom 37 (C): -0.26, atom 38 (C): -0.04, atom 39 (C): 0.02, atom 40 (C): -0.15, atom 41 (N): -0.04, atom 42 (C): -0.02, atom 43 (C): -0.01, atom 44 (C): -0.13, atom 45 (N): -0.09, atom 46 (C): -0.13, atom 47 (C): 0.02, atom 48 (N): -0.05, atom 49 (C): -0.03, atom 50 (C): -0.02, atom 51 (C): -0.14, atom 52 (N): -0.05, atom 53 (H): 0.08, atom 54 (H): 0.08, atom 55 (H): 0.09, atom 56 (H): 0.12, atom 57 (H): 0.12, atom 58 (H): 0.13, atom 59 (H): 0.12, atom 60 (H): 0.08, atom 61 (H): 0.08, atom 62 (H): 0.09, atom 63 (H): 0.13, atom 64 (H): 0.14, atom 65 (H): 0.11, atom 66 (H): 0.12, atom 67 (H): 0.11, atom 68 (H): 0.13, atom 69 (H): 0.11, atom 70 (H): 0.06, atom 71 (S): 0.71, atom 72 (C): -0.80, atom 73 (N): 0.06, atom 74 (N): 0.04, atom 75 (C): -0.24, atom 76 (C): -0.02, atom 77 (C): -0.07, atom 78 (C): -0.08, atom 79 (C): -0.07, atom 80 (C): -0.05, atom 81 (N): 0.02, atom 82 (N): -0.12, atom 83 (C): -0.25, atom 84 (C): -0.05, atom 85 (C): -0.06, atom 86 (C): -0.07, atom 87 (C): -0.06, atom 88 (C): 0.00, atom 89 (H): 0.15, atom 90 (H): 0.12, atom 91 (H): 0.11, atom 92 (H): 0.11, atom 93 (H): 0.11, atom 94 (H): 0.10, atom 95 (H): 0.07, atom 96 (H): 0.11, atom 97 (H): 0.11, atom 98 (H): 0.11, atom 99 (H): 0.09

=====

Record 3
Here is one molecule with the formula C14H10BrNO5 from the Open Molecules 2025 dataset. Energies are from the ωB97M-V functional and the def2-TZVPD basis.

Geometry as XYZ:
```
31
C14H10BrNO5 (the ωB97M-V functional and the def2-TZVPD basis)
H -2.908 -2.026 -2.430
N -3.129 -1.236 -1.834
C -2.150 -0.703 -1.265
O -0.852 -1.206 -1.487
C 0.214 -0.659 -0.937
C 0.172 0.432 -0.126
C 1.389 1.094 0.408
O 1.377 2.257 0.743
C 2.625 0.263 0.463
C 3.795 0.820 -0.049
C 4.966 0.090 -0.047
Br 6.546 0.848 -0.785
C 5.005 -1.192 0.484
C 3.860 -1.731 1.032
C 2.664 -1.015 1.036
O 1.600 -1.599 1.636
C -1.118 1.014 0.119
C -2.239 0.457 -0.394
C -3.556 1.084 -0.070
O -3.656 2.235 0.276
O -4.568 0.236 -0.160
C -5.855 0.766 0.124
H 1.131 -1.162 -1.220
H 3.763 1.820 -0.455
H 5.925 -1.754 0.480
H 3.867 -2.713 1.475
H 0.845 -0.999 1.679
H -1.178 1.903 0.731
H -6.541 -0.076 0.093
H -6.130 1.511 -0.626
H -5.865 1.239 1.108
```

- total energy (Eh) = -3544.4510
- SMILES = [H]/N=c1\occ(C(=O)c2cc(Br)ccc2O)cc1C(=O)OC
- 2S+1 = 1

Quick look at the Löwdin charges, all values in e: atom 1 (H): 0.08, atom 2 (N): 0.20, atom 3 (C): -0.32, atom 4 (O): 0.10, atom 5 (C): -0.02, atom 6 (C): -0.12, atom 7 (C): -0.32, atom 8 (O): 0.13, atom 9 (C): -0.10, atom 10 (C): -0.06, atom 11 (C): -0.68, atom 12 (Br): 0.73, atom 13 (C): -0.11, atom 14 (C): 0.00, atom 15 (C): -0.27, atom 16 (O): 0.08, atom 17 (C): 0.09, atom 18 (C): -0.03, atom 19 (C): -0.47, atom 20 (O): 0.12, atom 21 (O): -0.03, atom 22 (C): -0.03, atom 23 (H): 0.16, atom 24 (H): 0.12, atom 25 (H): 0.11, atom 26 (H): 0.12, atom 27 (H): 0.11, atom 28 (H): 0.14, atom 29 (H): 0.09, atom 30 (H): 0.10, atom 31 (H): 0.10

=====

- The highest 2S+1 belongs to which entry?
  C45H39MoN12OS

=====

- Among the records above, which one has the lowest total energy?
  C14H10BrNO5

=====

- What is the total energy in the first record?
  -1543.7598 Eh